No. 1
112
Properties=species:S:1:pos:R:3 method="wB97M-V/def2-TZVPD" charge=0 e_homo_ev="-6.60 / -6.62" gap_ev="5.065 / 5.073" e_tot_ev=-142487.7869 multiplicity=2 fmax_ev_per_a=3.132
W 0.00447 -0.13177 -0.55003
S -1.33897 1.52777 -5.05204
S -1.76370 1.52738 -0.83778
S -2.75168 3.23136 -3.16574
S -3.99548 -0.62184 -2.93862
S -1.98636 -1.76113 -0.22706
S -2.87996 3.86949 -6.02378
S -0.33452 -0.33859 -2.91040
P -3.74489 -1.20543 -1.11730
O -4.74222 -2.51134 -0.96817
O -4.18548 -0.18067 0.03315
N 0.54332 -1.68254 1.04293
N 1.16821 1.55444 -1.10956
N 1.70876 -1.13624 -1.41245
N -0.19497 0.97804 1.30423
C -1.85405 1.64510 4.54707
C -0.79143 -3.61266 4.02612
C -0.80347 2.83735 2.50186
C -0.16416 2.37644 1.32526
C -1.16435 1.73218 3.23946
C -0.11619 -1.76173 2.31316
C 1.83978 1.64851 -2.29535
C 2.45194 0.57692 -2.90764
C 1.49586 3.75558 -1.82200
C 5.66215 -0.96043 -3.35982
C -0.76168 0.58463 2.48508
C -4.60357 1.92744 1.01367
C -1.23334 1.07363 -3.38735
C 2.00789 3.00077 -2.80299
C 0.35211 4.91504 3.38689
C 3.32539 -1.74762 -3.01700
C 2.10216 -2.48116 -1.22685
C 0.43713 -3.85245 1.82425
C 0.40266 3.28787 0.40067
C 1.00294 2.89857 -0.72959
C -3.26993 1.11558 4.36250
C -0.55897 -6.03559 1.20010
C 2.87620 3.43227 -3.94564
C -1.84580 1.92100 -2.51241
C -4.85689 -2.74327 1.60256
C -5.02272 0.96759 -0.04899
C -2.36334 2.87970 -4.83695
C 3.09741 -2.80151 -2.21147
C 1.61634 -3.31175 -0.29855
C 0.88934 -2.95927 0.80673
C -4.61325 -3.38329 0.23044
C 4.80131 -4.02007 -0.73046
C 0.01402 -3.22351 5.25017
C 1.26881 5.21012 -1.79665
C 0.64510 -5.34756 1.75328
C -0.20580 -3.09165 2.73361
C 4.40690 3.32673 -3.63709
C -0.96546 4.23790 2.90220
C -0.75563 -0.71165 2.92538
C -0.22574 5.61044 -2.06515
C 4.43359 -1.58146 -4.04052
C 3.93425 -4.10620 -2.05877
C 2.39121 -0.72976 -2.46358
H -6.03757 0.62262 0.05012
H 0.13327 5.92048 3.75207
H 1.99957 -4.35678 -0.28912
H -0.70176 5.17238 -2.95456
H 5.31885 -0.14816 -2.68042
H -4.08711 -1.99671 1.79943
H 5.43222 -3.13479 -0.75415
H -5.37754 -4.12425 -0.01044
H -0.38186 -7.11803 1.20525
H 1.00145 -3.75710 5.25031
H 3.33295 -5.01955 -2.15013
H -0.89403 5.31047 -1.23233
H 4.56005 -4.19102 -2.95829
H 0.19186 4.33275 0.46422
H 0.79800 -5.77815 2.74090
H 1.09593 4.96201 2.59297
H -3.59569 -3.75607 0.16462
H -0.92490 -5.70496 0.22436
H 2.90914 0.70916 -3.88313
H 0.86955 4.30834 4.12893
H 4.60521 -2.59135 -4.46124
H 4.57633 3.96209 -2.82125
H -3.79483 1.77839 3.64493
H 4.09153 -0.96088 -4.92957
H -5.17374 2.84227 0.70309
H -4.93129 1.41750 -1.04344
H 6.30808 -1.65045 -2.76292
H -1.20243 -1.00019 3.88953
H 1.89950 5.70625 -2.57695
H -1.39775 -5.92812 1.94584
H -1.66867 4.31054 3.73332
H -3.52872 2.18169 0.88739
H -1.33994 0.93618 5.23509
H 6.40988 -0.51684 -4.07030
H -3.22114 0.14119 3.92607
H 5.02213 3.66381 -4.48932
H -4.86037 -3.53811 2.32148
H -0.55606 -3.54999 6.20201
H 0.18562 -2.13438 5.27773
H 1.61816 5.61712 -0.82251
H 4.69879 2.27635 -3.42675
H -0.34944 6.67216 -2.18125
H -1.82356 -3.30095 3.98410
H -4.83799 1.59470 1.99621
H -1.38870 4.86956 2.09152
H 5.38202 -4.98319 -0.60804
H 2.66125 4.44492 -4.31646
H 2.69815 2.80129 -4.79882
H -5.85865 -2.28923 1.68185
H -0.83528 -4.72561 3.87658
H -3.75394 0.97242 5.36234
H 4.09692 -3.86588 0.09081
H -1.69344 2.56432 5.11356
H 1.53471 -5.58790 1.18170



No. 2
108
Properties=species:S:1:pos:R:3 method="wB97M-V/def2-TZVPD" charge=-1 e_homo_ev="-3.80 / -3.78" gap_ev="6.189 / 6.179" e_tot_ev=-393835.2975 multiplicity=2 fmax_ev_per_a=1.681
Br -7.38075 0.58910 0.13573
Br -6.89998 -2.54016 -0.83180
Br -4.71968 2.54774 0.68827
Br -3.75772 -3.64106 -1.24890
Co -0.36103 -0.09811 -0.09459
P -0.02294 0.48968 2.28403
P -0.04576 0.65944 -2.27124
Si 1.93486 -0.32404 -0.08910
O -2.15913 1.04668 0.17819
O -1.77370 -1.47371 -0.58136
C -1.61431 -2.06017 5.32057
C -3.01256 3.87301 -3.96883
C 3.76110 3.17365 -1.66270
C -1.35640 1.77531 -2.96619
C -5.42282 -1.39196 -0.51697
C -2.99280 -1.06389 -0.45439
C -1.31845 2.09960 -4.47938
C 1.16590 -0.27959 -4.76878
C 1.71039 -2.74504 -5.06023
C 4.46853 0.04384 3.26916
C 1.79901 2.72164 -2.96974
C -0.59296 4.88038 3.67985
C 1.73441 0.19177 2.73813
C 2.62814 -0.02615 1.68225
C 1.49618 1.62962 -2.15308
C -1.14070 -0.59349 3.34025
C -0.66305 -1.01290 4.73676
C 3.99225 -0.10009 1.97607
C 0.11895 -0.58462 -3.66879
C -0.67326 2.42767 4.38541
C -1.60880 4.35325 2.67086
C 3.57317 0.24643 4.30988
C -1.57854 -1.84664 2.53093
C 0.26652 -2.00381 -3.10820
C -2.77448 3.79349 -2.44537
C -4.11313 -1.86079 -0.69218
C -1.08467 3.07338 2.00315
C -1.49257 3.03143 -2.09802
C -3.19827 0.30331 -0.03461
C -0.18708 2.24526 2.94842
C -1.55752 -3.37947 4.52818
C -4.51610 0.74145 0.12683
C 2.93008 3.48507 -2.73089
C 2.26924 -1.33403 -4.83697
C 2.21601 0.32686 4.04278
C -0.43745 3.88210 4.83805
C -1.02740 -3.14625 3.10954
C 0.41031 -2.98991 -4.26453
C -5.62430 -0.08401 -0.10690
C 3.46990 2.08131 -0.85896
C 3.32425 -1.45695 -0.80008
C 2.34792 1.28594 -1.08832
C -1.74038 3.54644 -4.74943
H -1.32085 -3.97598 2.46452
H 3.92849 0.34134 5.32917
H 0.34320 -1.43310 4.68818
H -1.51800 2.73652 -1.04692
H -2.01240 1.43493 -4.99983
H -1.35476 -2.23687 6.36689
H -1.14616 4.12058 5.63524
H -0.51369 3.32888 1.10597
H -2.62933 -1.65357 5.30273
H 2.84592 -1.29699 -3.91278
H -2.25182 1.17170 -2.76448
H -0.92551 -4.10671 5.04503
H -0.89299 5.85960 4.06002
H 0.38644 -4.01397 -3.88780
H -2.71835 4.79595 -2.01457
H 2.95959 -1.08010 -5.64529
H 0.36758 5.01250 3.17308
H -3.38276 4.86215 -4.24649
H 4.25588 -0.89554 -0.89548
H 2.47105 -3.47508 -4.77234
H 1.14820 2.98955 -3.79344
H 0.83977 2.61991 2.89050
H -0.60722 -2.24254 -2.49824
H 1.13183 -2.07461 -2.44978
H -1.81840 5.10639 1.90921
H 3.16039 4.32904 -3.37046
H -0.63740 -0.15827 5.41198
H -0.33266 1.91963 -4.91164
H -2.55359 4.15160 3.18435
H -0.94101 4.23451 -4.45836
H 0.06616 -3.10996 3.10546
H 4.12241 1.85089 -0.02298
H 3.07537 -1.83727 -1.78865
H 0.56692 3.97010 5.26117
H 4.70105 -0.27190 1.17430
H 1.51864 -2.89115 -6.12680
H -0.45441 -2.87374 -4.92493
H 0.66488 -0.23856 -5.74128
H 1.63720 0.68920 -4.60778
H -3.78108 3.15155 -4.26193
H -1.73836 2.18768 4.43698
H -0.62054 3.67683 -2.23291
H 1.53876 0.49554 4.86745
H -1.90878 3.68091 -5.82104
H 5.53329 0.00002 3.46674
H -2.55864 -3.81283 4.46999
H 3.50122 -2.32127 -0.15409
H 4.63369 3.78314 -1.45851
H -3.62192 3.29803 -1.96638
H -1.92198 2.46706 1.66154
H -2.67009 -1.90529 2.51155
H -0.87483 -0.54665 -4.12571
H -1.25005 -1.77037 1.49618
H -0.15098 1.76795 5.07368
H -2.01957 0.05123 3.45858



No. 3
108
Properties=species:S:1:pos:R:3 method="wB97M-V/def2-TZVPD" charge=0 e_homo_ev="-6.56 / -7.05" gap_ev="6.942 / 7.370" e_tot_ev=-159716.6606 multiplicity=3 fmax_ev_per_a=1.197
Ti 0.19512 0.43704 1.15591
Cl -2.53009 4.80195 5.99654
Cl -3.89280 5.50161 3.27975
Cl -0.48463 2.42504 6.11620
Cl -3.19554 3.85781 0.70357
Cl 0.15755 0.79480 3.49842
P -1.24584 -1.52070 0.68666
P 1.99258 1.16606 -0.35885
Si 1.86000 -1.41286 1.43648
O -1.26029 1.71711 1.17220
C -4.61475 -2.55323 2.97784
C 0.07807 -4.97547 -1.13028
C -4.16176 -3.99697 3.25489
C -4.18253 -0.03893 -2.79049
C 1.87473 -0.25864 -4.85329
C -2.91776 -0.79501 -3.19038
C 5.88312 -1.25882 0.11794
C 3.55014 0.21951 -0.19436
C 3.15082 3.83488 -0.95540
C -1.55378 2.39811 2.23246
C -3.93696 0.79504 -1.53593
C 2.50013 2.91296 0.09414
C 1.40522 -0.53679 -2.40197
C -2.77022 4.20160 3.35912
C 1.54150 0.98208 -2.17324
C 1.54616 5.73441 -0.57801
C -2.51843 -2.52264 1.60710
C -2.16525 3.89085 4.58275
C 3.51498 -0.95900 0.56483
C 2.42880 -2.33777 3.01896
C -2.37021 -1.64978 -2.04149
C -3.41793 -0.08574 -0.40098
C 1.95677 1.24999 -4.64149
C -1.26039 2.83816 4.63720
C -3.44912 -1.68033 2.48448
C 5.90525 -0.08525 -0.62275
C -0.73103 -3.94706 -0.67988
C 1.43823 -4.95502 -0.84632
C -1.79583 -3.53839 2.52026
C -2.11023 -0.77925 -0.81275
C -0.97415 2.11774 3.48938
C 4.70200 -1.67828 0.71042
C 1.17696 -2.85923 0.35157
C 2.46303 1.58532 -3.23537
C 4.74354 0.65411 -0.77606
C 2.10641 4.73880 -1.60538
C -0.18813 -2.87918 0.04118
C 1.97122 -3.91291 -0.10531
C 0.94063 -0.87547 -3.81638
C -2.69514 -4.00860 3.67805
C 1.26583 3.59816 0.72017
C 1.45870 5.10761 0.82530
C -2.47063 3.47322 2.21965
H -3.19786 1.57586 -1.74448
H 2.37132 5.31048 1.39281
H 2.61569 1.70610 -5.38411
H 1.55931 -2.66598 3.59461
H 4.70692 -2.58050 1.31274
H 0.55715 6.06831 -0.89845
H -4.16985 -0.85011 -0.17945
H 6.82977 0.25654 -1.07168
H -5.03596 -2.11452 3.88502
H -4.85720 1.29616 -1.22735
H -1.47373 -4.39882 1.93544
H 0.90112 -1.96155 -3.93254
H -4.27609 -4.61072 2.35685
H -3.11710 -1.43020 -4.05705
H -4.98857 -0.75433 -2.59565
H -1.79367 -3.98782 -0.88741
H -2.87078 -1.30079 3.33238
H 6.79286 -1.83358 0.24404
H 2.54377 5.27718 -2.44815
H -2.15537 -0.06860 -3.48938
H -3.84268 -0.81155 1.96079
H 3.03253 -3.91421 0.12039
H -3.11715 -3.04462 0.85269
H 4.78268 1.58025 -1.33460
H 3.89478 4.46261 -0.45593
H 2.51814 2.66874 -3.13097
H 0.37707 3.40403 0.11199
H 2.87409 -0.69387 -4.75120
H 3.02163 -1.67418 3.65410
H 0.96167 1.68766 -4.77746
H 3.02949 -3.22294 2.79370
H 1.29752 4.11971 -2.00616
H 0.54760 1.44166 -2.26945
H 2.37950 -1.00407 -2.23375
H 2.18444 6.61964 -0.54151
H 3.68562 3.26111 -1.70887
H 0.72082 -0.96466 -1.66858
H -1.40105 0.01406 -1.10968
H -0.34727 -5.79364 -1.69850
H 3.46883 1.17340 -3.11258
H -2.39374 -5.00932 3.99053
H 0.63028 5.54940 1.38208
H -1.45707 -2.15066 -2.36492
H -0.07028 -0.49005 -3.97710
H -0.88885 -3.07419 2.92304
H -4.78795 -4.44695 4.02670
H -3.26174 0.52060 0.48932
H -3.10845 -2.41957 -1.79206
H 1.52186 -0.48096 -5.86296
H -2.57481 -3.35438 4.54560
H 2.07278 -5.76100 -1.19564
H -5.40989 -2.55505 2.22776
H 1.08530 3.17574 1.71345
H 3.22772 2.72099 0.88850
H -4.50923 0.60050 -3.61391